1.
DFT (ωB97M-V/def2-TZVPD) results for a 14-piece molecular cluster, C38H112N20O14 overall.

Output
net charge = 0
multiplicity = 1
energy relative to the best compared isomer or geometry (same formula, charge and spin) = 559.5 kJ/mol
gap between HOMO and LUMO = 8.74 eV

Last column: Löwdin charge in e.
Positions of all 184 atoms, in Å:
C 6.54135 -17.46463 -13.37105  -0.09
C 7.17639 -16.67965 -12.27368  -0.41
C 6.81976 -15.15446 -12.33866  -0.13
O 7.92413 -14.40495 -11.81587  -0.22
C 8.29789 -14.50712 -10.44935  -0.10
N 6.69913 -17.38885 -11.09250  0.06
H 6.73547 -18.53141 -13.48236  0.07
H 6.80023 -16.97467 -14.30968  0.05
H 5.47837 -17.22345 -13.37610  0.08
H 8.24192 -16.89307 -12.35861  0.14
H 5.99991 -14.91780 -11.66047  0.10
H 6.66563 -14.83245 -13.36854  0.12
H 7.52866 -14.26814 -9.71501  0.09
H 9.25322 -13.99575 -10.33122  0.09
H 8.45125 -15.56547 -10.23847  0.06
H 5.70281 -17.40943 -11.25686  0.07
H 7.02019 -18.33797 -11.21971  0.02
C 8.58074 -13.49249 -21.54290  -0.03
C 7.80055 -14.82160 -21.69893  -0.43
C 7.31114 -15.14602 -23.12832  -0.18
O 6.77525 -14.01470 -23.79717  -0.19
C 5.52795 -13.46681 -23.33981  -0.08
N 8.61921 -15.80628 -21.05087  0.05
H 9.06493 -13.44089 -20.56770  0.07
H 7.85530 -12.67895 -21.53991  0.06
H 9.37009 -13.41225 -22.29028  0.09
H 6.91038 -14.78776 -21.07079  0.10
H 6.63782 -16.00288 -23.15143  0.11
H 8.11287 -15.55670 -23.74205  0.12
H 5.63310 -13.26935 -22.27301  0.06
H 4.72749 -14.19412 -23.47532  0.07
H 5.34540 -12.50132 -23.81163  0.09
H 8.03888 -16.51954 -20.63308  0.03
H 9.00953 -15.45197 -20.18934  0.02
C 6.75745 -22.31833 -11.31772  -0.06
C 7.08764 -21.11099 -12.29427  -0.38
C 8.37478 -20.37869 -11.88599  -0.22
O 8.17115 -19.76488 -10.59420  -0.25
C 9.29022 -18.99980 -10.04939  -0.06
N 7.33557 -21.76685 -13.65896  0.06
H 7.51931 -23.09777 -11.33052  0.07
H 5.82829 -22.66568 -11.76948  0.07
H 6.63370 -21.92174 -10.31000  0.07
H 6.27930 -20.41897 -12.05806  0.12
H 8.59891 -19.68016 -12.69217  0.10
H 9.21780 -21.06427 -11.79996  0.13
H 8.82531 -18.22637 -9.43803  0.08
H 9.91730 -18.64349 -10.86665  0.08
H 9.83866 -19.73819 -9.46450  0.08
H 8.11476 -22.40701 -13.71515  0.07
H 7.51553 -20.96254 -14.24275  0.03
C 1.39684 -12.73222 -10.30106  -0.05
C 2.29054 -13.74582 -11.06509  -0.41
C 2.32250 -13.72627 -12.57689  -0.24
O 2.70999 -14.97629 -13.03176  -0.20
C 2.72928 -15.14746 -14.44067  -0.07
N 3.67803 -13.63762 -10.58023  0.04
H 1.80844 -11.72334 -10.33014  0.07
H 1.39525 -12.99959 -9.24435  0.07
H 0.36599 -12.72437 -10.65512  0.07
H 1.89572 -14.71407 -10.75738  0.13
H 2.96953 -12.89021 -12.84232  0.12
H 1.32730 -13.62145 -13.00896  0.13
H 1.73113 -15.30791 -14.84814  0.10
H 3.31109 -16.06469 -14.53171  0.07
H 3.34152 -14.33812 -14.83847  0.08
H 4.31965 -14.25357 -11.05881  0.03
H 3.98229 -12.67609 -10.63512  0.07
C 2.01252 -24.11034 -15.99043  -0.05
C 1.98303 -24.04192 -17.50670  -0.41
C 0.57839 -23.45771 -17.96913  -0.17
O 0.58170 -23.39194 -19.39443  -0.23
C 0.35740 -24.67920 -20.09073  -0.05
N 2.96754 -23.10851 -17.96955  0.05
H 1.29905 -24.80524 -15.54751  0.09
H 1.99069 -23.13965 -15.49507  0.07
H 2.99761 -24.51011 -15.74983  0.06
H 2.03343 -25.08053 -17.83357  0.14
H 0.50157 -22.48938 -17.47460  0.10
H -0.33030 -23.96274 -17.64155  0.12
H 1.16759 -25.38473 -19.90652  0.08
H 0.29137 -24.38367 -21.13782  0.09
H -0.52525 -25.16857 -19.67895  0.08
H 2.64963 -22.19587 -17.67611  0.06
H 2.94042 -23.12345 -18.97908  0.04
C 5.00621 -13.47381 -18.51587  -0.06
C 5.23323 -11.99521 -18.16069  -0.43
C 6.44051 -11.80485 -17.13779  -0.16
O 6.24694 -12.57643 -15.95205  -0.21
C 5.43398 -11.89795 -14.96374  -0.09
N 5.37328 -11.23346 -19.37746  0.04
H 4.76196 -14.08550 -17.64737  0.06
H 5.96375 -13.89179 -18.82653  0.05
H 4.34899 -13.64639 -19.36814  0.07
H 4.25759 -11.76164 -17.73449  0.13
H 6.43033 -10.74679 -16.87603  0.11
H 7.31367 -12.05689 -17.73958  0.12
H 5.52984 -12.31616 -13.96174  0.08
H 4.35666 -11.95987 -15.11746  0.07
H 5.61484 -10.83605 -14.79718  0.09
H 5.80136 -10.33880 -19.18661  0.07
H 6.02702 -11.65574 -20.02121  0.05
C 8.88851 -21.52729 -19.15698  -0.05
C 9.69619 -20.44486 -18.27638  -0.36
C 9.03051 -20.35956 -16.87203  -0.21
O 9.46592 -19.35448 -16.00572  -0.18
C 8.91295 -18.07513 -16.23848  -0.10
N 11.04808 -21.00243 -18.15199  0.03
H 8.98409 -22.56407 -18.83437  0.07
H 9.19742 -21.35347 -20.18774  0.05
H 7.80413 -21.43646 -19.09396  0.05
H 9.79027 -19.52622 -18.85548  0.12
H 8.98878 -21.32542 -16.36855  0.13
H 7.97182 -20.12257 -16.97753  0.09
H 7.84432 -17.98126 -16.04530  0.06
H 9.11281 -17.73376 -17.25418  0.07
H 9.46244 -17.37298 -15.61146  0.09
H 11.07779 -22.00556 -18.03832  0.07
H 11.33756 -20.79601 -19.09735  0.05
C 4.82175 -17.07944 -16.83627  -0.07
C 5.33700 -17.85893 -17.92980  -0.42
C 4.34316 -18.93437 -18.38208  -0.12
O 3.93269 -19.89400 -17.36043  -0.26
C 4.94418 -20.83962 -17.02827  -0.07
N 5.62768 -17.01983 -19.08072  0.06
H 5.53981 -16.37644 -16.41405  0.08
H 4.62203 -17.80179 -16.04480  0.08
H 3.91903 -16.50107 -17.03295  0.09
H 6.28625 -18.30509 -17.63321  0.12
H 4.45221 -19.47295 -19.32344  0.11
H 3.36919 -18.47236 -18.54334  0.12
H 5.68430 -20.29225 -16.44457  0.07
H 5.45239 -21.27507 -17.88863  0.08
H 4.59313 -21.70400 -16.46461  0.09
H 6.30227 -17.53260 -19.63034  0.04
H 6.23169 -16.23173 -18.89586  0.06
C 3.31701 -21.74124 -21.06465  -0.80
O 3.31749 -22.94836 -20.81636  0.00
N 4.20768 -21.21906 -21.73862  0.20
N 2.55264 -20.87996 -20.47025  0.21
H 4.22575 -20.21197 -21.81295  0.05
H 4.79982 -21.85397 -22.25474  0.14
H 2.80241 -19.90358 -20.53652  0.09
H 1.80139 -21.18335 -19.86719  0.10
C 6.20763 -24.61394 -18.08365  -0.76
O 7.30208 -25.09126 -17.69778  -0.03
N 5.12794 -24.74272 -17.36965  0.16
N 5.96041 -23.83763 -19.08452  0.18
H 4.28441 -24.23980 -17.60555  0.02
H 5.08990 -25.25067 -16.49751  0.11
H 6.74278 -23.56380 -19.66159  0.10
H 5.08016 -23.37021 -19.24813  0.07
C 0.63746 -20.00888 -16.10209  -0.72
O -0.58954 -20.08232 -16.01085  0.01
N 1.33280 -20.02825 -17.22346  0.17
N 1.43966 -19.96200 -15.01393  0.16
H 0.97632 -19.93981 -18.16431  0.11
H 2.33819 -19.95057 -17.16629  0.03
H 0.97520 -19.83376 -14.12627  0.11
H 2.44120 -20.00207 -15.13804  0.09
C 3.80253 -17.34280 -22.06853  -0.75
O 4.15193 -18.48294 -21.90551  -0.01
N 4.17185 -16.41710 -21.23670  0.20
N 3.21108 -16.87815 -23.11590  0.19
H 3.84930 -15.50399 -21.52357  0.10
H 4.57770 -16.66224 -20.34491  0.04
H 2.99114 -17.44201 -23.92448  0.13
H 2.76212 -15.97922 -23.01365  0.12
C 7.64113 -19.25612 -21.74395  -0.72
O 7.37332 -18.70113 -20.69208  0.01
N 6.72813 -19.46385 -22.65202  0.19
N 8.86260 -19.60834 -22.16049  0.17
H 7.08036 -19.81808 -23.52983  0.12
H 5.79699 -19.14342 -22.42750  0.06
H 8.90345 -19.97843 -23.09935  0.10
H 9.68943 -19.57594 -21.58136  0.11
C 9.02538 -14.90484 -17.24433  -0.80
O 8.11088 -15.15289 -17.97202  0.03
N 10.23438 -15.30339 -17.58251  0.18
N 8.84864 -14.26155 -16.13123  0.21
H 10.27548 -15.77801 -18.47309  0.11
H 10.96041 -15.46444 -16.89912  0.12
H 7.95691 -13.82980 -15.93492  0.09
H 9.53580 -14.30991 -15.39261  0.12

---

2.
DFT (ωB97M-V/def2-TZVPD) results for an isolated molecule of C19H27N5O4S2.

Output
net charge = 0
SMILES = COCCn1cnnc1SCC(=O)Nc1cccc(S(=O)(=O)N2CCCCCC2)c1
multiplicity = 1
energy relative to the best compared isomer or geometry (same formula, charge and spin) = 0.0 kJ/mol
gap between HOMO and LUMO = 8.98 eV

Last column: natural (NBO) charge in e.
Positions of all 57 atoms, in Å:
C -1.78419 5.28327 5.42616  -0.25
O -1.80618 4.01803 6.04820  -0.53
C -1.17443 2.99791 5.33081  -0.06
C 0.36587 3.06078 5.42675  -0.25
N 0.96148 1.93796 4.76365  -0.36
C 1.36278 0.74104 5.28238  0.15
N 1.80340 -0.04038 4.34740  -0.26
N 1.69762 0.61272 3.17953  -0.37
C 1.18863 1.79592 3.42634  0.18
S 0.84782 3.04705 2.27320  0.28
C 1.73170 2.40381 0.81360  -0.60
C 0.89733 1.41401 -0.00203  0.67
O 0.43119 1.72426 -1.07459  -0.60
N 0.79218 0.20920 0.60351  -0.63
C 0.11078 -0.92012 0.15291  0.16
C 0.29932 -2.11172 0.85619  -0.22
C -0.33697 -3.27088 0.45393  -0.20
C -1.16237 -3.26197 -0.66081  -0.24
C -1.35144 -2.07657 -1.34308  -0.22
S -2.39902 -2.04866 -2.80442  2.33
O -3.04578 -3.32699 -2.90219  -0.95
O -3.20619 -0.86579 -2.73775  -0.94
N -1.37733 -1.89628 -4.08657  -0.71
C -0.75727 -3.07893 -4.61955  -0.23
C 0.54063 -3.45543 -3.89791  -0.41
C 1.69405 -2.48993 -4.15958  -0.39
C 1.37987 -1.03317 -3.81618  -0.41
C 0.45677 -0.36378 -4.83538  -0.42
C -1.03986 -0.58833 -4.58818  -0.21
C -0.73919 -0.90392 -0.95072  -0.27
H -0.78068 5.72140 5.41999  0.16
H -2.44545 5.91774 6.01227  0.20
H -2.15319 5.22242 4.39659  0.17
H -1.46841 3.02011 4.27051  0.17
H -1.52286 2.06112 5.77661  0.20
H 0.73229 3.97459 4.95000  0.22
H 0.66444 3.05374 6.47757  0.22
H 1.32344 0.49822 6.32308  0.21
H 2.65832 1.95508 1.16838  0.25
H 1.93616 3.28009 0.19903  0.26
H 1.26254 0.10426 1.51290  0.44
H 0.94367 -2.11440 1.72349  0.22
H -0.18723 -4.18441 1.00888  0.22
H -1.67237 -4.14702 -1.00534  0.24
H -0.57359 -2.93337 -5.68766  0.20
H -1.48326 -3.88609 -4.49585  0.24
H 0.83696 -4.45539 -4.22282  0.21
H 0.33932 -3.49848 -2.82599  0.20
H 1.98504 -2.55078 -5.21158  0.19
H 2.55107 -2.81542 -3.56438  0.21
H 2.32238 -0.48062 -3.79536  0.21
H 0.94092 -0.97172 -2.81991  0.21
H 0.72111 -0.72219 -5.83280  0.19
H 0.62485 0.71429 -4.82175  0.22
H -1.58442 -0.40579 -5.52610  0.19
H -1.41691 0.11963 -3.85056  0.23
H -0.93534 0.00987 -1.48483  0.27

---

3.
DFT (ωB97M-V/def2-TZVPD) results for C14H15N7O6 as an isolated structure.

Output
net charge = 0
multiplicity = 1
energy relative to the best compared isomer or geometry (same formula, charge and spin) = 585.0 kJ/mol
gap between HOMO and LUMO = 5.77 eV

Last column: natural (NBO) charge in e.
Positions of all 42 atoms, in Å:
C -0.03744 2.33194 -1.23814  -0.65
C 0.81100 1.51533 -2.19868  0.14
C 0.50066 1.89369 -3.63627  -0.62
C 2.28925 1.78881 -1.92508  -0.63
N 0.46139 0.08297 -2.01778  -0.39
C 0.35869 -0.51656 -0.72329  0.59
N -0.03079 -1.85295 -0.99504  -0.41
C -0.50299 -2.83866 -0.05143  -0.41
C 0.27103 -2.11032 -2.29639  -0.06
C 0.59994 -0.93044 -2.91142  -0.08
H 0.26085 2.18240 -0.19471  0.22
H 0.11140 3.39435 -1.46690  0.23
H -1.10599 2.11744 -1.34954  0.24
H 1.19322 1.41057 -4.33499  0.21
H -0.53007 1.63549 -3.90492  0.23
H 0.61572 2.97818 -3.75561  0.23
H 2.92164 1.30074 -2.67489  0.21
H 2.46115 2.87176 -1.98157  0.22
H 2.58534 1.45005 -0.93015  0.24
H -1.19076 -2.37672 0.66171  0.23
H -1.04343 -3.61892 -0.60165  0.22
H 0.32080 -3.32343 0.49372  0.21
H 0.23989 -3.11110 -2.70432  0.23
H 0.86622 -0.76286 -3.94748  0.24
O -1.61278 -0.82310 6.13356  -0.35
N -0.85602 -0.85713 5.17834  0.42
C -0.93409 -0.53776 3.83911  -0.03
C 0.33622 -0.79352 3.26842  0.11
N 1.20311 -1.28644 4.19898  -0.05
O 0.46874 -1.32623 5.36258  -0.16
C 0.55491 -0.56861 1.83875  0.08
N 1.73732 -0.85605 1.16214  0.34
O 2.84402 -1.16038 1.55515  -0.45
O 1.65299 -0.39778 -0.14524  -0.38
C -0.50564 -0.08867 1.05384  -0.33
C -1.74101 0.12185 1.66296  0.08
N -2.89544 0.68623 1.12194  0.35
O -3.17896 1.02936 -0.02181  -0.47
O -3.80239 0.84916 2.17893  -0.15
N -3.27277 0.37406 3.36598  -0.06
C -2.01452 -0.05483 3.04397  0.08
H -0.41042 0.17806 -0.11277  0.29

---

4.
DFT (ωB97M-V/def2-TZVPD) results for a 3-piece molecular cluster, C3H10O3S overall.

Output
net charge = 0
SMILES = O=CCCS.O.O
multiplicity = 1
energy relative to the best compared isomer or geometry (same formula, charge and spin) = 159.3 kJ/mol
gap between HOMO and LUMO = 9.89 eV

Last column: natural (NBO) charge in e.
Positions of all 17 atoms, in Å:
O -1.67954 0.86301 1.51302  -0.50
C -1.57470 -0.21396 1.03786  0.46
C -0.35639 -0.90104 0.51213  -0.55
C -0.50775 -1.15079 -0.97433  -0.45
S -1.02484 0.61744 -1.75764  -0.12
H -2.45095 -0.77399 0.72515  0.10
H -0.27139 -2.03738 0.95795  0.24
H 0.58115 -0.38585 0.84221  0.23
H 0.41941 -1.37184 -1.50702  0.25
H -1.35331 -1.72547 -1.49348  0.25
H 0.15425 1.15810 -1.39900  0.10
O 0.33013 2.20322 3.12601  -0.94
H -0.00579 1.42247 2.79428  0.47
H 1.29952 2.22199 3.05513  0.46
O 2.34752 -0.32821 -2.52700  -0.93
H 2.05337 0.01291 -1.72369  0.45
H 2.03929 0.38937 -3.18159  0.48